# 1
Here is the ion C4H7N2O2 with charge +1 in a non-equilibrium geometry from the Open Molecules 2025 dataset. Energies are from wB97M-V/def2-TZVPD.

The geometry in XYZ format:
```
15
C4H7N2O2 | the Open Molecules 2025 dataset | wB97M-V/def2-TZVPD
N -1.0986 -0.6692 0.2227
C 0.2132 -0.1041 0.5339
C 0.7972 1.1547 -0.1037
C 1.3436 -0.2178 -0.4672
N 2.6978 -0.5943 0.0271
O 3.4023 0.5096 0.9453
C 4.0769 -0.0928 0.0496
O 5.0202 -0.2885 -0.5438
H -1.0723 -1.3418 -0.5401
H -1.8520 0.0427 -0.0381
H -1.4862 -1.3456 0.9657
H 0.4127 -0.2298 1.6085
H 1.3627 1.8811 0.5243
H 0.4081 1.6467 -1.0619
H 1.3326 -0.7211 -1.3762
```

net charge: +1
SMILES: [NH3+][C@@H]1C[C@H]1N1OC1=O
highest occupied orbital energy: -13.39 eV
energy relative to the best compared isomer or geometry (same formula, charge and spin): 117.03 kcal/mol
energy: -416.1732 Ha
F_max: 0.096 Eh/bohr


# 2
Here is a cluster of 2 separate species, C4H7N2O2 in total in a non-equilibrium geometry from the Open Molecules 2025 dataset. Energies are from wB97M-V/def2-TZVPD.

The geometry in XYZ format:
```
15
C4H7N2O2 | the Open Molecules 2025 dataset | wB97M-V/def2-TZVPD
C -1.2907 2.1083 0.5321
C 1.0274 -0.0486 -0.8950
C 2.0762 -0.5225 -0.3175
C -1.5361 0.9917 0.0225
N -1.8216 -0.2266 0.0515
N 3.0097 -1.1824 0.2282
O -3.1980 -0.5960 -0.0813
O -1.0709 -1.2325 -0.0556
H -0.7716 2.9272 0.0754
H -1.2962 2.0798 1.6267
H 0.7579 0.7799 -1.6229
H -3.2019 -1.5722 -0.0069
H 3.2689 -0.9043 1.2897
H 3.7700 -1.7054 -0.2125
H 0.2767 -0.8965 -0.6343
```

net charge: +1
highest occupied orbital energy: -13.38 eV
energy relative to the best compared isomer or geometry (same formula, charge and spin): 182.43 kcal/mol
energy: -416.0690 Ha
F_max: 0.089 Eh/bohr


# 3
Here is the ion C4H7N2O2 with charge +1 in a non-equilibrium geometry from the Open Molecules 2025 dataset. Energies are from wB97M-V/def2-TZVPD.

The geometry in XYZ format:
```
15
C4H7N2O2 | the Open Molecules 2025 dataset | wB97M-V/def2-TZVPD
C 1.1648 1.1317 -0.1590
C -0.1780 1.1737 -0.5051
C -1.6369 -0.7167 -0.2662
C 1.8827 -0.2821 -0.0232
N -0.8969 0.0299 -0.9703
N -2.0872 -0.5884 0.9474
O 1.2213 -1.2885 -0.1677
O 3.0500 -0.1272 0.5585
H 1.4700 2.1585 0.0752
H -0.6817 2.1287 -0.4573
H -1.8517 -1.5982 -0.8989
H -0.5231 -0.1684 -1.9425
H -2.7879 -1.1007 1.4498
H -1.7195 0.1645 1.5070
H 3.5741 -0.9168 0.8520
```

net charge: +1
2S+1: 3
highest occupied orbital energy (alpha / beta): -11.09 / -14.47 eV
energy relative to the best compared isomer or geometry (same formula, charge and spin): 19.47 kcal/mol
energy: -416.1988 Ha
F_max: 0.126 Eh/bohr


# 4
Here is the ion C4H7N2O2 with charge +1 in a non-equilibrium geometry from the Open Molecules 2025 dataset. Energies are from wB97M-V/def2-TZVPD.

The geometry in XYZ format:
```
15
C4H7N2O2 | the Open Molecules 2025 dataset | wB97M-V/def2-TZVPD
C 1.5659 -1.9529 -1.2637
C 0.3673 0.2675 -0.0817
C 0.0647 -1.9259 -1.0281
C -0.0958 1.2844 0.9657
N -0.3885 -0.7492 -0.3083
N 1.5924 0.3462 -0.5075
O 2.1976 -2.8680 -1.6026
O 2.2537 -0.6427 -1.2028
H -0.6080 -1.9665 -1.9968
H -0.1147 -2.9878 -0.5823
H -0.6588 2.0790 0.4370
H 0.6746 1.8229 1.5257
H -0.6398 0.5894 1.6843
H -1.2851 -0.6341 -0.0022
H 2.1958 1.0002 -0.0690
```

net charge: +1
2S+1: 3
highest occupied orbital energy (alpha / beta): -10.26 / -16.01 eV
energy relative to the best compared isomer or geometry (same formula, charge and spin): 77.47 kcal/mol
energy: -416.1063 Ha
F_max: 0.145 Eh/bohr


# 5
Here is a structure of composition C4H7N2O2S4 in a non-equilibrium geometry from the Open Molecules 2025 dataset. Energies are from wB97M-V/def2-TZVPD.

The geometry in XYZ format:
```
19
C4H7N2O2S4 | the Open Molecules 2025 dataset | wB97M-V/def2-TZVPD
C -0.2620 -1.0590 0.9510
C 0.4773 -0.3681 -0.1866
C -1.3532 1.1921 -0.5372
C -2.1872 0.2822 0.3305
N -1.6938 -0.8414 0.8935
N 0.0936 1.0700 -0.1845
O -3.5058 2.3639 0.0450
O -3.7218 -1.9243 -0.3232
S -1.9678 2.9216 -0.1989
S -3.6229 1.0321 1.0071
S -3.2241 -1.2413 -1.7655
S -2.6827 -2.3123 0.8271
H -0.0755 -2.1334 0.9087
H 0.1006 -0.6951 1.9216
H 1.5564 -0.4690 -0.0572
H 0.1873 -0.7983 -1.1492
H -1.4625 0.9607 -1.6018
H 0.2371 1.4743 0.7532
H 0.6676 1.6002 -0.8514
```

net charge: +1
highest occupied orbital energy (alpha / beta): -11.64 / -11.25 eV
energy relative to the best compared isomer or geometry (same formula, charge and spin): 4.58 kcal/mol
energy: -2008.9232 Ha
F_max: 0.026 Eh/bohr


# 6
Here is a structure of composition C4H7N2O3P in a non-equilibrium geometry from the Open Molecules 2025 dataset. Energies are from wB97M-V/def2-TZVPD.

The geometry in XYZ format:
```
17
C4H7N2O3P | the Open Molecules 2025 dataset | wB97M-V/def2-TZVPD
C -0.2554 -0.1435 0.2974
C 1.5736 -0.6390 -1.4504
C -0.5032 -0.4742 2.7307
C 0.4492 0.1155 -0.9085
N -0.5972 2.1698 -0.9023
N 0.4999 1.5451 -1.1509
O -1.5386 0.0354 0.2573
O -1.6472 -1.4012 -1.9979
O 0.3151 -0.4974 1.4553
P -1.4643 0.0023 -1.6650
H 1.7950 -0.1128 -2.4118
H 1.3331 -1.6633 -1.6404
H 2.4352 -0.5578 -0.8551
H -1.0071 -1.4953 2.9483
H -1.1086 0.4076 2.7522
H 0.1464 -0.4592 3.5935
H -0.4256 3.1680 -1.0523
```

highest occupied orbital energy: -8.37 eV
energy relative to the best compared isomer or geometry (same formula, charge and spin): 71.14 kcal/mol
energy: -833.1110 Ha
F_max: 0.084 Eh/bohr


# 7
Here is a cluster of 2 separate species, C4H7N2O5P in total in a non-equilibrium geometry from the Open Molecules 2025 dataset. Energies are from wB97M-V/def2-TZVPD.

The geometry in XYZ format:
```
19
C4H7N2O5P | the Open Molecules 2025 dataset | wB97M-V/def2-TZVPD
C -3.0429 0.1549 -0.1663
C -1.9821 0.9912 0.3970
C 2.9802 -1.6957 -0.4145
C -3.9710 -0.1562 -1.2758
N -2.9050 -0.9745 -0.7915
N 1.9858 0.7684 1.4492
O -2.6231 -2.1272 -0.8288
O 1.7246 1.9552 2.1689
O 3.9028 2.1612 0.0195
O -0.8314 0.7508 0.1967
O 3.4208 -0.3409 -0.3547
P 3.0155 1.0193 0.3156
H 1.1686 1.6154 2.8704
H -2.2963 1.8928 1.0104
H 3.7844 -2.4036 -0.3778
H 2.4727 -1.8591 -1.3018
H 2.1289 -1.7549 0.3152
H -5.0441 -0.2545 -1.0355
H -3.8885 0.2573 -2.1962
```

highest occupied orbital energy (alpha / beta): -8.97 / -8.97 eV
energy relative to the best compared isomer or geometry (same formula, charge and spin): 0.00 kcal/mol
energy: -983.4171 Ha
F_max: 0.066 Eh/bohr


# 8
Here is a structure of composition C4H7N2S in a non-equilibrium geometry from the Open Molecules 2025 dataset. Energies are from wB97M-V/def2-TZVPD.

The geometry in XYZ format:
```
14
C4H7N2S | the Open Molecules 2025 dataset | wB97M-V/def2-TZVPD
C 0.9504 -1.9784 -0.1595
C -1.0353 1.0405 -0.5434
C 0.3686 -0.6892 0.4962
C -0.9708 -1.3709 0.1927
N -0.1614 -2.5595 -0.3529
N 0.4023 0.5578 -0.3397
S -2.0364 -0.4468 -0.9681
H 2.0461 -2.3268 -0.2736
H -1.3704 1.4759 0.3218
H -1.1468 1.8227 -1.3176
H 0.6731 -0.3187 1.4300
H -1.3981 -1.6920 1.1823
H 0.5248 0.2776 -1.2618
H 0.8605 1.3160 0.0597
```

net charge: +1
highest occupied orbital energy: -14.07 eV
energy relative to the best compared isomer or geometry (same formula, charge and spin): 72.85 kcal/mol
energy: -663.9586 Ha
F_max: 0.076 Eh/bohr


# 9
Here is the ion C4H7N2S with charge +1 in a non-equilibrium geometry from the Open Molecules 2025 dataset. Energies are from wB97M-V/def2-TZVPD.

The geometry in XYZ format:
```
14
C4H7N2S | the Open Molecules 2025 dataset | wB97M-V/def2-TZVPD
C 0.6276 1.1688 1.2755
C 0.0173 0.6593 -0.0508
N 0.9039 -0.2116 -0.7891
C 0.3609 -1.3625 -1.1594
N -0.9052 -1.3675 -0.7052
C -1.2744 -0.1919 -0.0024
S -2.5783 -0.0580 0.9683
H 0.9393 0.2503 1.9830
H -0.2500 1.5966 1.8953
H 1.3859 1.8565 1.0767
H -0.1565 1.4878 -0.7290
H 1.9307 0.0993 -0.6977
H 0.6816 -1.9656 -1.9977
H -1.6828 -1.9617 -1.0676
```

net charge: +1
SMILES: C[C@H]1NC=[NH+]C1=S
highest occupied orbital energy: -13.43 eV
energy relative to the best compared isomer or geometry (same formula, charge and spin): 26.75 kcal/mol
energy: -664.0320 Ha
F_max: 0.100 Eh/bohr


# 10
Here is a cluster of 3 separate species, C4H7N2S in total in a non-equilibrium geometry from the Open Molecules 2025 dataset. Energies are from wB97M-V/def2-TZVPD.

The geometry in XYZ format:
```
14
C4H7N2S | the Open Molecules 2025 dataset | wB97M-V/def2-TZVPD
C 0.7049 -0.8526 1.6141
C -0.6828 2.2996 0.1279
C 0.4938 -1.7896 -0.9642
C 0.3635 -0.8512 -1.9492
N -0.2902 -0.2707 1.5421
N -1.1530 2.2033 1.3122
S 0.2550 1.9944 -1.0342
H 1.5356 -1.5312 1.7530
H 1.4207 -2.1399 -0.6266
H -0.3513 -2.1989 -0.3955
H 1.2070 -0.4553 -2.5516
H -0.5732 -0.6319 -2.3499
H -1.1105 1.2521 1.8005
H -1.8196 2.9719 1.7215
```

net charge: +1
highest occupied orbital energy: -13.56 eV
energy relative to the best compared isomer or geometry (same formula, charge and spin): 84.67 kcal/mol
energy: -663.9397 Ha
F_max: 0.067 Eh/bohr